A cluster of 4 separate species, C10H18O15S3 in total. Source: the Open Molecules 2025 dataset; level of theory: wB97M-V/def2-TZVPD.

Cartesian coordinates (Å):
H (0.0083, -0.6142, 2.7572)
H (-1.4049, -0.5871, -0.3867)
H (-1.7845, -2.8175, -0.2073)
H (-1.1320, -2.3557, 1.9536)
C (4.8727, 1.0221, -2.4152)
S (1.0139, -0.7465, -0.2014)
H (0.2448, 0.4906, 1.3093)
O (-3.2133, 2.4245, 2.1051)
O (5.7090, 1.4830, -3.2015)
O (-4.0334, 1.2052, -0.2818)
O (-2.8309, 1.1260, 4.2217)
C (-0.7112, -2.6313, -0.1688)
O (0.8924, 0.7319, -0.2366)
H (1.0908, 1.8352, 3.0701)
O (-4.9606, 0.7074, -2.6777)
C (-2.8658, 0.7101, 0.2792)
C (-0.2627, 0.3162, 2.2581)
S (-2.3602, 1.5801, 2.9228)
H (4.0744, -0.4257, 0.0582)
C (-0.2729, -2.3725, 1.2830)
H (-1.9956, 1.3663, 0.2943)
H (-3.0534, -1.2627, -0.7037)
H (3.6076, -1.4903, -1.2088)
O (-0.3685, -1.4873, -0.8322)
C (0.0916, 1.4389, 3.2507)
H (-0.0184, 1.0968, 4.2798)
H (-0.0885, -3.4569, -0.5134)
C (3.8647, -0.4496, -1.0112)
O (-3.4933, 2.6942, -2.3471)
C (-2.4127, -0.3820, -0.7476)
C (1.9012, -0.1336, -2.6811)
O (2.1861, -1.3959, -0.7641)
H (-3.1277, 0.5096, 1.3181)
S (-3.8379, 1.3205, -1.9586)
H (1.5166, 0.7180, -3.2423)
O (3.6270, 1.4738, -2.2106)
H (2.4900, -0.7768, -3.3351)
C (2.8377, 0.5029, -1.5481)
H (2.1628, 0.8979, -0.7888)
O (-0.8931, 2.3999, 3.0771)
O (0.6217, -1.2348, 1.3418)
O (-1.6441, 0.3167, 2.1430)
O (-2.4878, 0.3102, -1.9872)
H (0.2780, -3.2215, 1.6878)
H (1.1254, -0.7933, -2.2922)
O (5.0370, -0.0429, -1.6618)

Output
- E_LUMO: -0.78 eV
- Relative energy (zero: lowest compared OMol25 entry of this formula, charge and spin): 13.459 eV
- E: -2714.4635 Eh
- Kohn-Sham gap: 9.548 eV